The following is a quantum chemistry calculation of a gas-phase ion, C2H3INO2 (charge +1), from the OMol25 dataset.

Summary:
Multiplicity: 1
Net charge: +1
Orbital gap (eV): 7.13
Maximum force (eV/Å): 3.26

XYZ file:
```
9
Properties=species:S:1:pos:R:3:forces:R:3
C 2.48254 0.59042 0.02194 2.2 0.5 0.8
C 0.10755 -0.08423 -0.10935 -2.3 2.3 -0.6
N 1.37419 -0.60143 -0.00050 1.5 -1.4 1.0
O 2.06732 1.65571 0.28118 0.0 -0.9 -0.6
O 1.59902 -1.72955 0.31165 0.2 1.8 -0.8
I 4.51593 -0.01374 -0.03352 -1.1 0.0 -0.2
H -0.32044 -0.11206 -1.09668 0.5 -0.1 -1.2
H 0.06006 0.99458 0.15882 0.2 -0.9 0.1
H -0.57588 -0.69256 0.37479 -1.2 -1.2 1.6
```
Forces are in eV/Å.


The following is a quantum chemistry calculation of a molecular structure, C41H49N10O5Zr, from the OMol25 dataset.

Summary:
Multiplicity: 1
Net charge: +1
Orbital gap (eV): 8.05
Maximum force (eV/Å): 0.13

XYZ file:
```
106
Properties=species:S:1:pos:R:3:forces:R:3
Zr -0.00367 0.00256 -0.19598 0.0 0.1 0.0
O -1.43331 -1.37353 0.39083 -0.1 0.0 0.0
C -2.38012 -1.42059 1.31670 0.0 0.0 0.0
C -3.59565 -2.05160 1.02399 0.0 0.0 0.0
C -4.60167 -2.12833 1.96719 0.0 0.0 0.0
C -4.42673 -1.59478 3.24313 0.0 0.0 0.0
C -3.22068 -1.00314 3.55313 0.0 0.0 0.0
C -2.19584 -0.89854 2.60900 0.0 0.0 0.0
C -0.91759 -0.35676 3.02751 0.0 0.0 0.1
N 0.03779 -0.04925 2.24882 0.0 0.0 -0.1
C 1.31331 0.32794 2.86848 0.1 0.0 0.0
C 2.14780 1.13912 1.85993 0.0 0.0 0.0
N 1.16932 1.70867 0.94259 0.0 0.0 0.0
C 0.80026 2.91161 1.15629 0.0 0.1 0.0
C -0.43761 3.51381 0.70459 0.0 0.0 0.0
C -0.57193 4.90765 0.76203 0.0 0.0 0.0
C -1.76762 5.52784 0.47699 0.0 -0.1 0.0
C -2.88039 4.73067 0.18433 0.1 0.0 0.0
C -2.78252 3.35644 0.15786 -0.1 0.0 0.0
C -1.55717 2.70480 0.39477 0.0 0.0 0.0
O -1.49056 1.40004 0.31728 0.0 0.0 0.0
H -3.72419 -2.47930 0.03734 0.0 0.0 0.0
H -5.53355 -2.61664 1.71188 0.0 0.0 0.0
H -5.21371 -1.66143 3.98061 0.0 0.0 0.0
H -3.04923 -0.61234 4.54990 0.0 0.0 0.0
H -0.78084 -0.25187 4.10901 0.0 0.0 0.0
H 1.85115 -0.57505 3.15629 0.0 0.0 0.0
H 1.12289 0.93013 3.76169 0.0 0.0 0.0
H 2.82513 0.48875 1.31318 0.0 0.0 0.0
H 2.71951 1.91989 2.36870 0.0 0.0 0.0
H 1.41396 3.53323 1.81737 0.0 0.0 0.0
H 0.29273 5.50041 1.04119 0.0 0.0 0.0
H -1.85595 6.60420 0.51474 0.0 0.0 0.0
H -3.83743 5.19883 -0.00889 0.0 0.0 0.0
H -3.64936 2.73901 -0.04135 0.0 0.0 0.0
O 0.29106 -2.16990 -1.44400 0.0 0.0 -0.1
C 1.19570 -3.15336 -0.88481 0.0 0.0 0.1
C 1.61077 -2.64121 0.52144 0.0 -0.1 -0.1
O 2.07796 -3.40433 1.33638 0.0 0.0 0.0
O 1.49525 -1.35984 0.64285 0.0 0.0 0.0
C 0.50353 -4.50054 -0.80692 0.0 0.0 0.0
C -0.65304 -4.60245 -0.03378 0.0 0.0 0.0
C -1.33477 -5.80365 0.05326 0.0 0.0 0.0
C -0.86040 -6.92294 -0.61904 0.0 0.0 0.0
C 0.29815 -6.83204 -1.37182 0.0 0.0 0.0
C 0.97898 -5.62446 -1.46737 0.0 0.0 0.0
C 2.42835 -3.13789 -1.78528 0.0 0.0 0.0
C 2.25655 -3.08405 -3.16807 0.0 0.0 0.0
C 3.35080 -3.03731 -4.01742 0.0 0.0 0.0
C 4.63974 -3.04522 -3.49696 0.0 0.0 0.0
C 4.81978 -3.11352 -2.12311 0.0 0.0 0.0
C 3.72077 -3.16246 -1.27007 0.0 0.0 0.0
H -0.62718 -2.45790 -1.32029 0.0 0.0 0.1
H -1.01060 -3.73974 0.51705 0.0 0.0 0.0
H -2.22809 -5.87024 0.66062 0.0 0.0 0.0
H -1.38701 -7.86508 -0.54427 0.0 0.0 0.0
H 0.68143 -7.70340 -1.88622 0.0 0.0 0.0
H 1.88866 -5.57164 -2.05020 0.0 0.0 0.0
H 1.25301 -3.09758 -3.57671 0.0 0.0 0.0
H 3.20210 -3.01331 -5.08989 0.0 0.0 0.0
H 5.49509 -3.01950 -4.15953 0.0 0.0 0.0
H 5.81855 -3.14934 -1.70682 0.0 0.0 0.0
H 3.87187 -3.24322 -0.20108 0.0 0.0 0.0
C -0.64316 4.17201 -3.11438 0.0 0.0 0.0
N 0.67664 3.58094 -3.29650 0.1 0.0 0.1
C 1.73878 4.39542 -3.87496 -0.1 0.0 0.0
C 0.97401 2.47987 -2.54161 0.0 0.0 -0.1
N 0.16009 1.89400 -1.74748 0.0 -0.1 0.1
N 2.26330 1.99261 -2.72405 0.0 0.0 0.0
C 2.73459 0.79749 -2.22522 0.0 0.0 0.0
N 3.95437 0.44563 -2.71853 0.0 0.0 0.0
N 2.05872 0.07099 -1.41333 0.0 0.0 0.1
H -0.74392 5.01451 -3.79199 0.0 0.0 0.0
H -0.80721 4.52177 -2.08955 0.0 0.0 0.0
H -1.41849 3.44707 -3.37241 0.0 0.0 0.0
H 1.30217 5.31486 -4.25204 0.0 0.0 0.0
H 2.20938 3.89920 -4.72903 0.0 0.0 0.0
H 2.50203 4.66534 -3.14112 0.0 0.0 0.0
H -0.73788 2.35847 -1.73190 0.0 0.0 0.0
H 2.78944 2.38516 -3.48476 0.0 0.0 0.0
H 4.60041 1.14557 -3.03939 0.0 0.0 0.0
H 4.35116 -0.43288 -2.41927 0.0 0.0 0.0
H 2.60001 -0.72920 -1.10207 0.0 0.0 0.0
C -0.51928 -0.72515 -6.08228 0.0 0.0 0.0
C 0.57618 -0.27910 -5.13229 0.0 0.0 0.0
N 0.09894 -0.40854 -3.77421 0.0 0.0 0.0
C -1.17937 -0.14922 -3.40048 0.0 0.0 0.0
N -1.49913 -0.24873 -2.13170 0.0 0.0 0.0
C -2.93100 -0.14412 -1.85037 0.0 0.0 0.0
C -3.53252 1.02580 -2.60868 0.0 0.0 0.0
C -3.37022 0.75934 -4.08931 0.0 0.0 0.0
N -2.04987 0.21004 -4.38205 0.0 0.0 0.0
C -1.74953 0.11668 -5.80653 0.0 0.0 0.0
H -0.73511 -1.78197 -5.91326 0.0 0.0 0.0
H -0.22030 -0.59974 -7.12277 0.0 0.0 0.0
H 0.85712 0.75989 -5.35308 0.0 0.0 0.0
H 1.47294 -0.88977 -5.23398 0.0 0.0 0.0
H 0.63775 -0.92314 -3.09535 0.0 0.0 0.0
H -3.06569 -0.01630 -0.78222 0.0 0.0 0.0
H -3.44593 -1.06900 -2.14159 0.0 0.0 0.0
H -3.01450 1.94347 -2.31568 0.0 0.0 0.0
H -4.58956 1.15788 -2.37462 0.0 0.0 0.0
H -3.50009 1.67224 -4.67954 0.0 0.0 0.0
H -4.12846 0.04626 -4.42905 0.0 0.0 0.0
H -1.61090 1.12755 -6.20899 0.0 0.0 0.0
H -2.62350 -0.30872 -6.30653 0.0 0.0 0.0
```
Forces are in eV/Å.


The following is a quantum chemistry calculation of a molecular structure, C7H6NO7Yb, from the OMol25 dataset.

Summary:
Multiplicity: 2
Net charge: +2
Orbital gap (alpha / beta) (eV): 7.66 / 7.03
Maximum force (eV/Å): 5.25

XYZ file:
```
22
Properties=species:S:1:pos:R:3:forces:R:3
O -0.04429 3.51401 -0.35419 0.2 -3.5 1.3
C 0.01931 2.43430 0.02500 -0.2 4.2 -1.4
Yb 0.11897 -0.05522 0.63608 -0.8 0.1 -1.3
C -0.06221 -2.36538 -0.31604 0.1 -4.6 -0.8
O -0.05094 -3.47502 -0.60813 -0.1 3.7 0.8
C -0.25738 -0.32074 -1.99948 1.0 -0.5 -1.9
O -0.06688 -0.94627 -2.97819 -0.4 1.3 1.5
C 2.29213 -0.11800 -0.54687 4.7 0.2 -1.4
O 3.37535 -0.08195 -0.92198 -3.7 -0.2 1.2
C -2.05217 -0.11895 -0.56857 -5.1 0.2 -1.3
O -3.09115 -0.08811 -1.08097 3.9 -0.2 1.7
H 0.08810 0.76119 -1.74782 -0.1 -0.5 -0.9
N 0.89027 0.60284 5.11414 0.3 -0.2 0.3
C 0.71914 -0.77797 4.55363 -0.2 0.0 0.3
C 0.49927 -0.55869 3.08393 0.0 -0.7 -1.4
O 0.58825 -1.51541 2.23725 0.0 1.3 2.3
O 0.20893 0.64934 2.73683 0.2 -0.9 0.8
H 1.86996 0.90468 5.02429 -0.3 0.1 -0.1
H 0.68039 0.62874 6.10454 -0.2 0.1 0.4
H 0.27583 1.24032 4.56890 0.4 -0.1 0.3
H 1.60368 -1.38217 4.77595 -0.3 0.0 -0.1
H -0.18857 -1.24334 4.98200 0.5 0.2 -0.1
```
Forces are in eV/Å.


The following is a quantum chemistry calculation of C4H5BrS in the gas phase, from the OMol25 dataset.

Summary:
Multiplicity: 1
Orbital gap (eV): 9.74
Maximum force (eV/Å): 4.29

XYZ file:
```
11
Properties=species:S:1:pos:R:3:forces:R:3
C -0.22376 1.17355 0.55142 0.0 0.0 2.1
C -0.51103 1.72109 1.61149 1.0 -1.7 -3.8
C 0.86791 -0.94924 -0.22850 0.9 -4.2 0.5
C 0.15920 0.26844 -0.55869 -4.1 0.3 0.9
S -1.55620 -0.21416 -1.36269 0.2 -0.4 -0.2
Br -0.86614 2.80130 2.92882 -0.4 1.0 1.4
H 0.32702 -1.82818 0.31991 0.4 2.1 -0.6
H 1.72283 -0.70513 0.40124 0.4 -0.2 -0.3
H 1.14201 -1.48741 -1.18857 0.2 0.9 1.0
H 0.68407 0.82012 -1.27430 0.6 0.8 -1.4
H -1.74591 -1.60038 -1.20013 0.9 1.4 0.2
```
Forces are in eV/Å.